(P)
The following is a quantum chemistry calculation of a 7-piece molecular cluster, H14O7 overall, from the OMol25 dataset.

## Properties
SMILES   O.O.O.O.O.O.O
LUMO   -0.010 Eh

Structure (ORCA input):
```
! RIJCOSX wB97M-V def2-TZVPD def2/J DEFGRID3
* xyz 0 1
H -0.117 -0.164 0.562
H -0.517 -1.293 1.498
H -3.876 2.265 0.432
H -3.440 3.715 0.298
H 4.014 -0.461 0.178
H 4.111 0.980 0.654
H 1.243 0.667 3.047
H 0.248 -0.451 3.315
H -2.241 -1.007 -0.380
H -2.405 -1.286 1.105
H 1.088 -1.533 -0.857
H 0.002 -0.805 -1.632
H 1.388 -0.094 -4.795
H 1.064 0.203 -3.341
O 0.200 -0.675 1.316
O -4.149 3.164 0.649
O 3.482 0.330 0.320
O 1.179 -0.292 3.121
O -2.344 -1.728 0.251
O 0.412 -1.672 -1.530
O 0.657 0.136 -4.211
*
```

***

(Q)
The following is a quantum chemistry calculation of a 7-piece molecular cluster, H14O7 overall, from the OMol25 dataset.

## Properties
SMILES   O.O.O.O.O.O.O
LUMO   -0.017 Eh

Structure (ORCA input):
```
! RIJCOSX wB97M-V def2-TZVPD def2/J DEFGRID3
* xyz 0 1
O -2.707 0.220 1.821
H -2.140 -0.545 1.637
H -3.603 -0.124 1.872
O -0.550 -1.132 -2.913
H -1.212 -1.717 -3.210
H -0.328 -1.436 -2.027
O 0.633 3.097 1.707
H 0.864 2.154 1.596
H 1.385 3.533 1.248
O -0.270 -0.396 0.587
H 0.052 -1.191 0.190
H 0.530 0.009 0.866
O 1.083 -2.348 -0.805
H 1.289 -2.527 -1.709
H 1.913 -2.227 -0.408
O 2.207 0.876 1.031
H 2.682 0.056 0.963
H 2.774 1.310 1.663
O -1.758 1.143 -1.330
H -1.606 0.619 -2.119
H -1.245 0.634 -0.665
*
```

***

(R)
The following is a quantum chemistry calculation of a 7-piece molecular cluster, H14O7 overall, from the OMol25 dataset.

## Properties
SMILES   O.O.O.O.O.O.O
LUMO   0.000 Eh

Structure (ORCA input):
```
! RIJCOSX wB97M-V def2-TZVPD def2/J DEFGRID3
* xyz 0 1
O 5.836 10.197 22.750
H 6.752 9.993 22.518
H 5.787 10.028 23.697
O 7.749 12.716 17.652
H 7.991 12.948 16.751
H 6.832 12.414 17.591
O 6.783 9.830 16.423
H 6.131 10.448 16.774
H 7.571 9.977 16.958
O 9.642 11.053 21.101
H 10.340 11.127 20.446
H 8.835 11.300 20.630
O 6.960 10.662 20.141
H 6.322 10.697 20.860
H 6.470 10.337 19.381
O 4.962 12.016 17.305
H 4.327 12.477 16.747
H 4.430 11.613 18.000
O 3.380 11.713 22.548
H 3.633 12.638 22.491
H 4.212 11.236 22.665
*
```

***

(S)
The following is a quantum chemistry calculation of a 7-piece molecular cluster, H14O7 overall, from the OMol25 dataset.

## Properties
SMILES   O.O.O.O.O.O.O
LUMO   0.008 Eh

Structure (ORCA input):
```
! RIJCOSX wB97M-V def2-TZVPD def2/J DEFGRID3
* xyz 0 1
O -2.364 -0.858 0.879
H -2.920 -1.167 0.176
H -2.707 0.011 0.937
O 1.801 2.189 1.041
H 2.698 2.450 0.839
H 1.286 2.665 0.388
O 3.066 -0.012 -0.706
H 2.250 0.044 -0.186
H 3.576 0.799 -0.467
O -0.874 2.070 -0.298
H -0.687 1.204 -0.639
H -1.237 2.506 -1.018
O -0.658 -0.237 -2.319
H -0.630 -1.167 -2.040
H 0.244 0.181 -2.389
O -1.551 -3.725 1.185
H -1.399 -3.228 1.979
H -1.109 -3.347 0.450
O 0.658 -0.318 0.481
H -0.213 -0.606 0.803
H 0.769 0.547 0.903
*
```

***

Most stable to least stable: (R), (S), (Q), (P)